This record from the OMol25 dataset describes a 4-piece molecular cluster, C10H18N2O6 overall in a non-equilibrium geometry. The level of theory is ωB97M-V with the def2-TZVPD basis set.

Each line ends with the Löwdin charge.
Atoms and positions in Å:
C  -5.16  5.85  -2.92  0.032
O  -4.65  6.49  -4.17  0.030
C  -3.77  7.39  -4.14  -0.579
O  -3.11  7.80  -3.16  0.083
O  -3.61  7.84  -5.45  -0.024
C  -2.51  8.60  -5.77  -0.107
H  -5.11  6.56  -2.09  0.090
H  -4.60  4.94  -2.69  0.101
H  -6.24  5.77  -3.03  0.092
H  -1.59  8.05  -5.54  0.098
H  -2.49  9.48  -5.14  0.090
H  -2.42  9.04  -6.76  0.094
C  3.38  -4.02  5.26  -0.044
O  1.97  -4.18  5.30  -0.006
C  1.35  -5.35  5.08  -0.446
O  1.79  -6.50  4.80  0.073
O  -0.04  -5.04  5.12  -0.049
C  -0.92  -5.98  4.59  -0.103
H  4.04  -4.68  4.71  0.103
H  3.77  -3.66  6.22  0.098
H  3.40  -3.15  4.61  0.092
H  -0.77  -5.99  3.52  0.093
H  -1.98  -5.74  4.67  0.093
H  -0.72  -6.96  5.02  0.095
C  5.81  -3.21  -2.57  -0.073
C  6.82  -3.35  -1.53  -0.299
N  7.55  -3.43  -0.69  0.132
H  4.86  -2.77  -2.26  0.081
H  5.65  -4.20  -3.00  0.080
H  6.16  -2.56  -3.37  0.079
C  -0.89  -1.63  0.91  -0.069
C  -1.62  -0.34  0.95  -0.282
N  -2.17  0.67  0.96  0.118
H  -1.55  -2.45  0.62  0.078
H  -0.43  -1.76  1.89  0.079
H  -0.19  -1.57  0.08  0.077

Calculated values
Total charge ... 0
Structure (SMILES) ... COC(=O)OC.COC(=O)OC.CC#N.CC#N
E ... -25924.35473 eV
2S+1 ... 1
Largest force on an atom ... 5.04 eV/Å
Gap between HOMO and LUMO ... 10.8 eV


This record from the OMol25 dataset describes a 13-piece molecular cluster, C68H155N13 overall in a non-equilibrium geometry. The level of theory is ωB97M-V with the def2-TZVPD basis set.

Each line ends with the Löwdin charge.
Atoms and positions in Å:
C  2.04  4.81  3.90  -0.093
C  3.26  4.55  3.00  -0.256
C  3.76  5.75  2.18  -0.185
C  2.66  6.54  1.61  -0.225
N  1.79  7.14  1.13  0.149
H  2.46  5.27  4.80  0.074
H  1.51  3.92  4.24  0.059
H  1.32  5.48  3.42  0.057
H  2.95  3.86  2.22  0.072
H  4.05  4.09  3.60  0.105
H  4.49  5.47  1.41  0.093
H  4.27  6.44  2.85  0.116
C  -0.97  -3.44  -3.64  -0.095
C  0.40  -2.84  -4.06  -0.223
C  0.42  -2.27  -5.53  -0.164
C  0.40  -3.31  -6.60  -0.219
N  0.39  -4.06  -7.47  0.133
H  -1.58  -2.61  -3.31  0.038
H  -0.91  -4.13  -2.79  0.068
H  -1.50  -3.97  -4.43  0.074
H  1.19  -3.59  -4.00  0.102
H  0.70  -2.11  -3.31  0.075
H  1.30  -1.62  -5.63  0.109
H  -0.47  -1.66  -5.69  0.086
C  -1.91  4.47  -0.85  -0.084
C  -0.76  3.49  -0.53  -0.248
C  -0.03  3.85  0.77  -0.170
C  -0.92  4.05  1.92  -0.211
N  -1.55  4.17  2.88  0.178
H  -2.27  4.19  -1.83  0.064
H  -1.55  5.50  -0.92  0.073
H  -2.69  4.43  -0.09  0.073
H  -0.06  3.44  -1.36  0.079
H  -1.12  2.47  -0.42  0.076
H  0.59  4.75  0.65  0.093
H  0.66  3.03  0.94  0.085
C  8.15  1.41  2.03  -0.117
C  6.78  1.09  2.63  -0.225
C  5.68  0.84  1.49  -0.145
C  5.29  2.09  0.77  -0.217
N  4.93  3.05  0.22  0.177
H  8.07  2.38  1.54  0.075
H  8.48  0.63  1.35  0.074
H  8.94  1.41  2.78  0.074
H  6.51  1.98  3.20  0.099
H  6.87  0.22  3.28  0.104
H  4.81  0.34  1.90  0.092
H  6.08  0.20  0.70  0.108
C  6.89  2.01  -2.23  -0.124
C  7.09  1.33  -3.60  -0.207
C  8.18  2.08  -4.50  -0.162
C  9.58  1.97  -4.03  -0.248
N  10.66  1.89  -3.66  0.136
H  6.08  1.56  -1.66  0.030
H  6.57  3.05  -2.27  0.056
H  7.77  1.98  -1.60  0.073
H  6.12  1.19  -4.08  0.093
H  7.47  0.33  -3.42  0.101
H  7.98  3.14  -4.61  0.107
H  8.26  1.67  -5.51  0.108
C  -2.67  -6.92  2.76  -0.087
C  -2.73  -5.47  3.29  -0.228
N  -1.58  -4.74  2.73  -0.169
C  -1.45  -4.68  1.25  -0.236
C  -2.66  -4.03  0.52  -0.067
C  -1.37  -3.40  3.30  -0.232
C  -1.00  -3.44  4.83  -0.057
H  -2.95  -6.95  1.71  0.055
H  -3.42  -7.54  3.24  0.068
H  -1.70  -7.42  2.84  0.077
H  -3.66  -5.02  2.98  0.102
H  -2.74  -5.45  4.38  0.103
H  -0.52  -4.30  0.83  0.082
H  -1.32  -5.70  0.90  0.098
H  -2.64  -4.11  -0.57  0.056
H  -3.57  -4.60  0.70  0.044
H  -2.85  -3.03  0.91  0.051
H  -2.24  -2.74  3.20  0.101
H  -0.60  -2.90  2.71  0.078
H  -1.80  -3.83  5.45  0.063
H  -0.92  -2.38  5.09  0.040
H  -0.04  -3.87  5.12  0.057
C  -5.04  2.33  -1.42  -0.077
C  -4.14  1.34  -0.63  -0.220
N  -4.77  0.67  0.55  -0.175
C  -5.88  -0.16  0.22  -0.259
C  -6.95  -0.21  1.39  -0.056
C  -3.78  -0.13  1.30  -0.217
C  -2.74  0.82  1.98  -0.074
H  -5.98  1.94  -1.81  0.058
H  -4.45  2.87  -2.16  0.056
H  -5.38  3.07  -0.70  0.073
H  -3.84  0.60  -1.36  0.094
H  -3.28  1.85  -0.18  0.081
H  -5.49  -1.12  -0.10  0.093
H  -6.44  0.24  -0.62  0.099
H  -6.57  -0.48  2.38  0.058
H  -7.75  -0.89  1.11  0.056
H  -7.39  0.77  1.56  0.065
H  -4.24  -0.72  2.10  0.104
H  -3.26  -0.92  0.75  0.082
H  -2.29  0.40  2.88  0.057
H  -1.90  0.99  1.31  0.031
H  -3.05  1.83  2.24  0.068
C  -6.78  -4.28  0.15  -0.070
C  -6.50  -3.81  -1.30  -0.235
N  -5.19  -4.25  -1.81  -0.182
C  -4.89  -3.79  -3.14  -0.258
C  -4.43  -2.33  -3.05  -0.085
C  -4.96  -5.71  -1.70  -0.279
C  -5.79  -6.56  -2.61  -0.089
H  -5.99  -4.01  0.85  0.066
H  -6.95  -5.35  0.10  0.061
H  -7.72  -3.82  0.46  0.069
H  -7.27  -4.21  -1.97  0.104
H  -6.64  -2.73  -1.37  0.089
H  -4.07  -4.38  -3.57  0.105
H  -5.72  -3.93  -3.83  0.114
H  -3.71  -2.20  -2.24  0.061
H  -4.07  -1.89  -3.98  0.055
H  -5.27  -1.71  -2.76  0.052
H  -5.03  -6.07  -0.67  0.098
H  -3.92  -5.86  -1.98  0.106
H  -6.84  -6.46  -2.34  0.071
H  -5.61  -7.61  -2.41  0.078
H  -5.58  -6.33  -3.66  0.074
C  0.10  0.02  6.57  -0.105
C  -0.36  1.32  6.09  -0.288
N  -1.26  2.04  7.02  -0.167
C  -0.66  2.36  8.30  -0.236
C  0.59  3.32  8.26  -0.074
C  -1.90  3.15  6.32  -0.268
C  -3.21  3.54  7.02  -0.079
H  0.73  0.19  7.45  0.070
H  0.77  -0.50  5.89  0.057
H  -0.69  -0.69  6.83  0.082
H  0.52  1.94  5.88  0.099
H  -0.69  1.12  5.07  0.085
H  -1.39  2.85  8.94  0.098
H  -0.39  1.49  8.90  0.102
H  1.41  2.87  7.71  0.052
H  0.32  4.28  7.82  0.061
H  1.04  3.46  9.25  0.065
H  -2.13  2.78  5.32  0.088
H  -1.24  3.99  6.13  0.102
H  -3.80  4.28  6.49  0.068
H  -3.00  3.99  7.98  0.058
H  -3.82  2.64  7.10  0.076
C  -5.28  1.09  -4.87  -0.071
C  -4.14  0.79  -5.89  -0.242
N  -2.77  1.39  -5.76  -0.169
C  -1.88  1.10  -6.91  -0.253
C  -2.45  1.74  -8.16  -0.092
C  -2.21  0.99  -4.45  -0.258
C  -0.89  1.62  -4.17  -0.088
H  -5.31  2.17  -4.74  0.077
H  -5.01  0.56  -3.95  0.036
H  -6.24  0.79  -5.27  0.077
H  -4.00  -0.27  -6.07  0.106
H  -4.56  1.21  -6.80  0.090
H  -0.86  1.44  -6.76  0.104
H  -1.83  0.02  -7.07  0.104
H  -3.40  1.29  -8.43  0.060
H  -2.63  2.82  -8.08  0.081
H  -1.68  1.56  -8.91  0.073
H  -2.26  -0.10  -4.41  0.101
H  -2.91  1.28  -3.66  0.093
H  -0.64  1.50  -3.11  0.054
H  -0.92  2.69  -4.35  0.081
H  -0.06  1.20  -4.74  0.055
C  4.47  -6.80  3.30  -0.072
C  3.26  -6.30  2.41  -0.238
N  3.15  -4.85  2.55  -0.189
C  2.11  -4.31  1.64  -0.236
C  2.68  -4.25  0.21  -0.083
C  2.89  -4.42  3.92  -0.246
C  2.89  -2.87  4.11  -0.082
H  4.75  -7.81  3.00  0.064
H  4.21  -6.74  4.36  0.058
H  5.31  -6.17  3.02  0.074
H  3.45  -6.54  1.37  0.101
H  2.31  -6.78  2.65  0.109
H  1.80  -3.29  1.88  0.084
H  1.25  -4.98  1.62  0.095
H  1.95  -3.73  -0.41  0.043
H  2.77  -5.21  -0.29  0.063
H  3.63  -3.71  0.12  0.075
H  2.03  -4.89  4.40  0.107
H  3.71  -4.74  4.57  0.094
H  1.94  -2.39  3.88  0.036
H  3.03  -2.53  5.14  0.068
H  3.74  -2.45  3.58  0.073
C  2.92  -0.13  -0.98  -0.047
C  1.73  0.83  -0.62  -0.218
N  0.87  0.36  0.49  -0.171
C  0.18  -0.90  0.30  -0.263
C  -0.71  -0.85  -0.89  -0.060
C  1.65  0.32  1.73  -0.223
C  0.71  0.37  3.01  -0.065
H  3.62  -0.31  -0.17  0.043
H  3.58  0.29  -1.74  0.054
H  2.59  -1.11  -1.31  0.059
H  2.11  1.82  -0.36  0.091
H  1.15  1.02  -1.53  0.072
H  0.95  -1.66  0.15  0.091
H  -0.32  -1.23  1.22  0.096
H  -1.44  -0.06  -0.77  0.064
H  -0.06  -0.71  -1.76  0.053
H  -1.17  -1.83  -1.02  0.064
H  2.33  1.17  1.76  0.096
H  2.28  -0.57  1.71  0.094
H  1.42  0.53  3.82  0.063
H  0.15  -0.53  3.25  0.054
H  0.09  1.26  2.97  0.056
C  5.04  6.18  -4.05  -0.091
C  4.40  4.82  -4.21  -0.261
N  2.92  4.85  -4.19  -0.164
C  2.43  3.53  -4.66  -0.231
C  2.63  2.34  -3.70  -0.086
C  2.41  5.28  -2.88  -0.233
C  0.91  5.58  -3.03  -0.077
H  4.86  6.92  -4.83  0.076
H  6.12  6.08  -4.06  0.066
H  4.79  6.67  -3.10  0.061
H  4.71  4.37  -5.16  0.113
H  4.80  4.19  -3.42  0.089
H  1.38  3.61  -4.96  0.094
H  2.91  3.21  -5.58  0.105
H  2.12  2.58  -2.77  0.038
H  2.22  1.39  -4.05  0.067
H  3.65  2.22  -3.33  0.054
H  2.90  6.22  -2.64  0.101
H  2.64  4.54  -2.10  0.101
H  0.56  6.11  -2.15  0.065
H  0.23  4.75  -3.21  0.046
H  0.77  6.24  -3.89  0.083

Calculated values
Total charge ... 0
E ... -92396.63168 eV
2S+1 ... 1
Largest force on an atom ... 2.22 eV/Å
Gap between HOMO and LUMO ... 8.3 eV


This record from the OMol25 dataset describes a 2-piece molecular cluster, C9H18O2P overall in a non-equilibrium geometry. The level of theory is ωB97M-V with the def2-TZVPD basis set.

Each line ends with the Löwdin charge.
Atoms and positions in Å:
C  -1.85  1.93  -0.25  -0.196
C  -1.83  1.48  -1.76  -0.191
C  -1.86  0.57  0.46  -0.224
C  -1.15  0.06  -1.79  -0.131
C  -1.06  -0.40  -0.31  -0.246
C  0.14  -2.55  -0.64  -0.133
C  2.10  0.29  2.43  -0.225
C  -0.92  -1.81  0.18  -0.225
C  2.36  1.10  1.13  -0.366
O  2.79  0.18  -1.57  -0.465
O  3.35  -1.30  0.44  -0.455
P  2.45  -0.26  -0.17  0.418
H  -0.93  2.52  -0.02  0.099
H  -2.83  2.47  0.07  0.119
H  -2.82  1.59  -2.29  0.100
H  -1.27  2.34  -2.19  0.089
H  -1.43  0.77  1.50  0.131
H  -2.82  0.21  0.41  0.084
H  -1.74  -0.59  -2.41  0.091
H  -0.18  0.19  -2.31  0.108
H  1.01  -1.87  -0.84  0.009
H  -0.11  -3.06  -1.53  0.049
H  0.63  -3.39  -0.19  0.055
H  1.79  0.90  3.26  0.032
H  1.18  -0.22  2.03  0.024
H  2.81  -0.65  2.60  0.094
H  -0.66  -1.69  1.26  0.100
H  -1.97  -2.33  0.27  0.130
H  3.33  1.75  1.18  0.085
H  1.49  1.77  1.03  0.038

Calculated values
Total charge ... -1
E ... -23007.38421 eV
2S+1 ... 3
Largest force on an atom ... 4.13 eV/Å
Gap between HOMO and LUMO (spin up / spin down) ... 5.5 / 8.1 eV


This record from the OMol25 dataset describes an isolated molecule of C3H6N2O. The level of theory is ωB97M-V with the def2-TZVPD basis set.

Each line ends with the Löwdin charge.
Atoms and positions in Å:
H  2.01  -0.26  -0.90  0.067
N  1.76  0.62  -0.44  0.166
C  0.73  0.39  0.27  -0.445
C  0.20  1.52  1.11  -0.185
O  -0.77  1.39  1.83  0.060
N  0.02  -0.81  0.32  -0.036
C  -0.82  -1.12  -0.84  -0.090
H  0.73  2.48  1.00  0.122
H  -0.51  -0.86  1.18  0.103
H  -0.78  -0.32  -1.58  0.085
H  -1.87  -1.21  -0.52  0.082
H  -0.53  -2.06  -1.32  0.071

Calculated values
Total charge ... 0
Structure (SMILES) ... [H]/N=C(/C=O)NC
E ... -8235.01795 eV
2S+1 ... 1
Largest force on an atom ... 0.54 eV/Å
Gap between HOMO and LUMO ... 9.7 eV


This record from the OMol25 dataset describes C36H29N8O2S2Ta as an isolated structure in a non-equilibrium geometry. The level of theory is ωB97M-V with the def2-TZVPD basis set.

Each line ends with the Löwdin charge.
Atoms and positions in Å:
Ta  -0.96  -0.16  0.06  1.765
N  1.39  -3.39  -2.06  0.127
C  0.80  -2.24  -1.69  -0.793
S  -0.88  -2.32  -1.20  0.756
N  1.49  -1.14  -1.74  0.031
N  0.73  -0.05  -1.40  -0.114
C  1.02  1.08  -1.98  -0.172
C  2.08  1.25  -2.98  -0.185
C  1.75  1.81  -4.22  -0.032
C  2.72  1.98  -5.19  -0.046
C  4.03  1.62  -4.92  -0.045
C  4.37  1.07  -3.69  -0.048
C  3.40  0.86  -2.73  -0.031
C  0.14  2.21  -1.62  -0.209
C  0.36  3.52  -2.02  0.040
C  -0.56  4.50  -1.67  0.015
C  -1.68  4.14  -0.94  0.018
C  -1.83  2.82  -0.55  -0.085
N  -0.92  1.89  -0.85  -0.057
H  0.84  -4.23  -2.15  0.107
H  2.30  -3.35  -2.49  0.124
H  0.72  2.08  -4.44  0.123
H  2.45  2.39  -6.15  0.118
H  4.80  1.77  -5.67  0.119
H  5.39  0.78  -3.49  0.116
H  3.66  0.38  -1.80  0.100
H  1.24  3.76  -2.60  0.131
H  -0.40  5.52  -1.98  0.132
H  -2.43  4.87  -0.66  0.132
H  -2.68  2.50  0.03  0.136
O  -1.90  2.72  2.73  0.184
C  -1.13  1.97  2.21  -0.511
O  -1.51  0.81  1.64  -0.219
C  0.33  2.20  2.00  -0.207
C  1.03  3.14  2.73  0.048
C  2.39  3.28  2.48  -0.001
C  2.98  2.47  1.52  0.000
C  2.19  1.56  0.82  -0.094
N  0.88  1.43  1.06  0.031
H  0.52  3.74  3.47  0.140
H  2.99  3.99  3.03  0.128
H  4.03  2.54  1.29  0.124
H  2.61  0.92  0.07  0.102
C  -3.33  -2.69  3.01  -0.013
C  -4.56  -2.86  2.39  -0.003
C  -4.76  -2.28  1.15  0.030
C  -3.73  -1.58  0.54  -0.212
N  -2.52  -1.47  1.12  -0.056
C  -2.35  -1.99  2.35  -0.099
C  -3.86  -0.87  -0.74  -0.205
C  -4.99  -1.01  -1.55  -0.001
C  -5.04  -0.38  -2.78  -0.036
C  -3.96  0.37  -3.21  -0.047
C  -2.85  0.52  -2.40  -0.108
C  -2.77  -0.08  -1.13  -0.287
H  -3.13  -3.09  3.99  0.123
H  -5.35  -3.41  2.87  0.129
H  -5.72  -2.35  0.67  0.118
H  -1.40  -1.81  2.83  0.100
H  -5.82  -1.62  -1.23  0.114
H  -5.92  -0.50  -3.40  0.121
H  -3.99  0.84  -4.18  0.117
H  -2.03  1.11  -2.79  0.093
N  3.74  -3.26  5.09  0.102
C  2.76  -3.90  4.43  -0.836
S  2.34  -5.46  4.68  0.759
C  2.00  -3.05  3.46  -0.205
C  1.80  -1.69  3.63  0.018
C  1.05  -0.98  2.71  -0.120
N  0.50  -1.51  1.61  -0.034
C  0.68  -2.84  1.47  -0.143
C  1.40  -3.62  2.34  -0.001
H  4.28  -3.79  5.76  0.113
H  4.08  -2.36  4.81  0.107
H  2.16  -1.16  4.51  0.126
H  0.86  0.06  2.92  0.097
H  0.19  -3.30  0.62  0.035
H  1.48  -4.69  2.18  0.104

Calculated values
Total charge ... +2
E ... -77031.91190 eV
2S+1 ... 1
Largest force on an atom ... 1.09 eV/Å
Gap between HOMO and LUMO ... 6.0 eV


This record from the OMol25 dataset describes C3H7BCaIO5P as an isolated structure in a non-equilibrium geometry. The level of theory is ωB97M-V with the def2-TZVPD basis set.

Each line ends with the Löwdin charge.
Atoms and positions in Å:
C  3.30  0.42  0.58  -0.118
C  1.99  0.77  -0.35  -0.144
B  0.90  -0.50  -0.45  -0.458
O  1.16  -1.84  0.12  0.072
O  -0.35  -0.22  -1.19  0.045
C  -1.48  -1.02  -0.71  -0.393
O  -1.92  -2.00  -1.54  0.115
O  -2.15  -0.90  0.60  -0.340
P  -3.26  0.44  0.66  0.438
O  -4.90  -0.25  0.59  -0.295
I  -3.12  1.91  -1.30  0.734
H  4.27  0.55  -0.11  0.115
H  3.41  1.23  1.44  0.098
H  3.33  -0.67  1.00  0.096
H  1.37  1.70  0.03  0.074
H  2.34  0.98  -1.47  0.160
H  1.51  -2.40  -0.66  0.178
H  -5.50  0.40  1.10  0.114
Ca  -0.90  1.38  1.66  1.509

Calculated values
Total charge ... +2
E ... -49948.87807 eV
2S+1 ... 1
Largest force on an atom ... 10.99 eV/Å
Gap between HOMO and LUMO ... 7.9 eV


This record from the OMol25 dataset describes an isolated molecule of C4H9NO2 in a non-equilibrium geometry. The level of theory is ωB97M-V with the def2-TZVPD basis set.

Each line ends with the Löwdin charge.
Atoms and positions in Å:
C  -0.23  -0.41  -1.92  -0.101
C  0.19  -0.12  -0.55  -0.332
C  0.08  1.53  -0.46  -0.161
O  0.94  2.27  -1.02  0.001
N  -0.61  -0.73  0.57  -0.019
C  -0.26  -0.18  1.83  -0.312
O  0.90  -0.81  2.34  -0.066
H  0.69  -0.40  -2.54  0.098
H  -0.61  -1.44  -1.98  0.079
H  -1.06  0.14  -2.53  0.126
H  1.24  -0.48  -0.31  0.150
H  -0.85  2.00  -0.15  0.118
H  -1.08  -1.56  0.46  0.074
H  -0.02  0.94  1.64  0.114
H  -1.04  -0.15  2.76  0.169
H  1.70  -0.60  1.87  0.062

Calculated values
Total charge ... 0
Structure (SMILES) ... C[C@@H](C=O)NCO
E ... -9876.59946 eV
2S+1 ... 1
Largest force on an atom ... 4.89 eV/Å
Gap between HOMO and LUMO ... 9.9 eV